No. 1
C42H39N9SbYb as an isolated structure. Source: the Open Molecules 2025 dataset; level of theory: ωB97M-V/def2-TZVPD.

Each line ends with the Löwdin charge.
Element x y z (Å)
1 Yb 1.213 -0.050 0.337  1.6463
2 C 0.420 -4.498 2.314  -0.0211
3 C 0.856 -3.256 2.451  -0.0649
4 N 0.484 -2.394 1.331  -0.1063
5 C -0.966 -2.498 1.153  -0.1524
6 C -1.392 -3.751 1.025  0.0251
7 N -0.355 -4.748 1.113  -0.0250
8 C -1.735 -1.250 1.131  -0.1773
9 C -3.111 -1.244 0.948  0.0779
10 C -3.793 -0.035 0.917  -0.1097
11 C -3.049 1.132 1.106  0.0653
12 C -1.687 1.046 1.316  -0.1971
13 N -1.029 -0.125 1.306  0.0612
14 C -0.855 2.257 1.523  -0.1980
15 C -1.415 3.496 1.836  -0.0455
16 N -0.686 4.591 1.971  0.1299
17 C 0.623 4.464 1.815  -0.0705
18 C 1.204 3.235 1.541  -0.1048
19 N 0.475 2.129 1.398  0.0124
20 C -5.250 0.021 0.691  -0.1775
21 C -5.873 -0.855 -0.195  -0.0078
22 C -7.244 -0.756 -0.373  -0.1158
23 N -8.004 0.125 0.265  0.0861
24 C -7.409 0.953 1.113  -0.1123
25 C -6.043 0.949 1.358  -0.0037
26 H 0.586 -5.320 2.996  0.1345
27 H 1.414 -2.839 3.275  0.1179
28 H -2.406 -4.082 0.852  0.1402
29 H -3.646 -2.176 0.841  0.1272
30 H -3.536 2.093 1.045  0.1195
31 H -2.481 3.607 1.985  0.1252
32 H 1.230 5.355 1.914  0.1250
33 H 2.277 3.152 1.431  0.1006
34 H -5.312 -1.583 -0.765  0.1135
35 H -7.753 -1.417 -1.066  0.1165
36 H -8.052 1.657 1.629  0.1176
37 H -5.630 1.639 2.082  0.1165
38 C 1.870 0.861 3.928  -0.0215
39 C 2.878 -0.149 3.475  -0.3065
40 C 3.906 -0.506 4.351  0.0014
41 C 4.792 -1.497 4.001  -0.0164
42 C 4.585 -2.163 2.799  -0.1147
43 C 3.559 -1.761 1.965  -0.4600
44 N 2.742 -0.723 2.268  -0.0261
45 Sb 3.313 -3.054 0.249  1.6212
46 C 3.753 -1.460 -1.128  -0.4617
47 C 4.589 -1.740 -2.191  -0.1032
48 C 5.068 -0.689 -2.967  -0.0179
49 C 4.736 0.599 -2.610  0.0101
50 C 3.895 0.819 -1.520  -0.3044
51 C 3.553 2.208 -1.090  -0.0304
52 N 3.379 -0.203 -0.816  -0.0440
53 C 1.082 -3.008 0.093  -0.5297
54 C 0.573 -4.474 -0.029  -0.2727
55 C -0.076 -4.759 -1.340  0.0240
56 C -0.163 -3.829 -2.293  0.0092
57 C 0.238 -2.450 -2.063  -0.2837
58 C 0.006 -1.481 -3.166  -0.0047
59 N 0.755 -2.059 -0.940  -0.0154
60 H 1.777 0.828 5.013  0.0968
61 H 0.892 0.666 3.493  0.0605
62 H 2.176 1.873 3.664  0.0790
63 H 3.980 -0.006 5.307  0.1292
64 H 5.599 -1.783 4.662  0.1279
65 H 5.213 -3.002 2.528  0.0934
66 H 4.879 -2.759 -2.410  0.0988
67 H 5.715 -0.879 -3.813  0.1268
68 H 5.124 1.446 -3.158  0.1285
69 H 4.271 2.925 -1.481  0.0963
70 H 3.588 2.267 0.001  0.0646
71 H 2.550 2.482 -1.427  0.0541
72 H 1.400 -5.182 0.089  0.1229
73 H -0.449 -5.763 -1.494  0.1356
74 H -0.604 -4.060 -3.253  0.1278
75 H -1.048 -1.490 -3.449  0.1042
76 H 0.565 -1.815 -4.045  0.1076
77 H 0.298 -0.471 -2.895  0.0315
78 C -2.246 3.468 -2.006  -0.0437
79 C -1.024 3.019 -2.818  -0.6273
80 C -0.158 4.235 -3.170  -0.0438
81 C -1.485 2.315 -4.102  -0.0456
82 C -0.234 2.079 -2.006  -0.1454
83 C 0.421 1.298 -1.338  -0.1746
84 H -2.857 4.150 -2.598  0.0947
85 H -1.937 3.992 -1.099  0.0745
86 H -2.861 2.610 -1.727  0.0787
87 H -0.740 4.948 -3.755  0.0928
88 H 0.708 3.936 -3.761  0.0877
89 H 0.193 4.738 -2.269  0.0824
90 H -2.062 3.006 -4.718  0.0920
91 H -2.116 1.456 -3.869  0.0825
92 H -0.630 1.971 -4.684  0.0879

- Highest occupied orbital energy (alpha / beta): -13.6207 / -13.6247 eV
- LUMO level (alpha / beta): -5.814 / -5.812 eV
- Net charge: +2
- ΔE to the lowest compared entry with this formula, charge and spin: 0.00 kcal/mol
- ⟨S²⟩: 0.751
- HOMO-LUMO gap (alpha / beta): 0.2869 / 0.2871 Ha
- Multiplicity: 2


No. 2
C16H22N4O5 in the gas phase in a non-equilibrium geometry. Source: the Open Molecules 2025 dataset; level of theory: ωB97M-V/def2-TZVPD.

Each line ends with the natural charge from an NBO analysis.
Element x y z (Å)
1 C 2.120 -0.731 3.739  -0.2533
2 O 1.275 -0.365 2.677  -0.5496
3 C 1.710 0.813 1.977  -0.0894
4 C 1.622 0.572 0.491  -0.1148
5 C 2.404 -0.475 -0.032  0.3860
6 O 3.258 -1.147 0.814  -0.7130
7 C 2.389 -0.831 -1.383  -0.0592
8 C 3.246 -1.926 -1.955  -0.6461
9 C 1.525 -0.096 -2.189  -0.0760
10 C 0.754 0.945 -1.699  -0.2095
11 C 0.783 1.326 -0.352  0.1394
12 C -0.087 2.464 0.111  -0.4522
13 C -1.573 2.163 -0.071  -0.3795
14 C -2.086 1.217 1.021  -0.4113
15 C -3.496 0.768 0.686  -0.2137
16 N -3.874 -0.484 1.358  -0.6394
17 C -3.002 -1.574 1.074  0.5536
18 N -2.752 -2.402 1.995  -0.6161
19 N -2.439 -1.640 -0.259  -0.9110
20 C -0.019 1.510 -2.848  0.6597
21 O -0.539 2.563 -2.984  -0.4746
22 N 0.018 0.496 -3.892  -0.2632
23 O -1.049 -0.411 -3.766  -0.5235
24 C 1.262 -0.209 -3.659  0.6630
25 O 1.955 -0.684 -4.491  -0.4717
26 H 3.155 -0.845 3.415  0.1714
27 H 1.783 -1.682 4.137  0.1943
28 H 2.097 -0.008 4.559  0.1696
29 H 2.733 1.031 2.275  0.1972
30 H 1.057 1.617 2.289  0.1911
31 H 2.819 -1.926 1.171  0.4918
32 H 2.630 -2.722 -2.359  0.2282
33 H 3.924 -2.299 -1.198  0.2308
34 H 3.851 -1.515 -2.756  0.2438
35 H 0.067 2.704 1.154  0.2093
36 H 0.183 3.363 -0.441  0.2396
37 H -2.112 3.105 0.041  0.2077
38 H -1.817 1.795 -1.058  0.2072
39 H -1.393 0.376 1.071  0.1989
40 H -2.044 1.751 1.967  0.2057
41 H -3.569 0.674 -0.398  0.1769
42 H -4.186 1.557 0.971  0.2011
43 H -4.794 -0.744 1.013  0.3729
44 H -2.145 -3.136 1.634  0.3231
45 H -1.512 -2.038 -0.196  0.3715
46 H -3.025 -2.245 -0.824  0.3821
47 H -1.107 -0.677 -2.829  0.4513

- Highest occupied orbital energy: -9.5945 eV
- LUMO level: -0.337 eV
- Net charge: 0
- ΔE to the lowest compared entry with this formula, charge and spin: 116.41 kcal/mol
- HOMO-LUMO gap: 0.3402 Ha
- Structure (SMILES): [H]/N=C(\N)NCCCCc1c(COC)c(O)c(C)c2c1C(=O)N(O)C2=O